(1)
A 4-piece molecular cluster, C17H42N2O2 overall. Source: OMol25; level of theory: the ωB97M-V functional and the def2-TZVPD basis.

```
63
Properties=species:S:1:pos:R:3:forces:R:3:mulliken_charge:R:1
O -1.093024 1.540304 -0.080900 -0.5 -0.9 0.0 -0.55
O 3.654496 0.319394 -0.575300 -0.3 -0.1 0.0 -0.44
N 0.964076 3.599984 0.315960 0.7 -1.0 0.7 0.61
N -3.106464 -3.884026 -0.407150 2.5 2.4 -0.8 0.39
C 2.565256 4.681464 2.001300 -0.5 0.5 0.6 -1.27
C -2.040134 -4.195846 0.539140 1.0 -0.4 0.4 -1.04
C -1.168954 4.611334 1.316900 0.3 -1.0 -0.7 -1.28
C 4.149686 -0.724736 0.316540 -0.4 1.1 -0.3 -0.55
C -4.182084 -2.254546 1.120780 0.7 -0.1 -0.6 -1.28
C -0.003224 4.704164 0.301880 -0.2 1.0 1.0 -0.52
C 2.458446 -0.125176 -1.252230 0.2 -0.9 0.4 0.32
C 1.713266 3.476534 1.620510 -0.1 -0.2 -1.0 -0.81
C -3.660804 -2.524366 -0.319060 -1.7 0.0 1.9 -0.40
C 1.943596 3.598814 -0.809130 -2.0 -0.2 -0.5 -0.48
C 1.132086 3.445154 -2.134810 0.9 -0.1 -0.8 -1.37
C 2.968956 -1.664416 0.475270 1.1 -0.6 0.3 -0.46
C -2.759754 -4.223756 -1.773680 -0.9 -2.4 -1.4 -0.32
C -2.392574 -5.713376 -1.975380 0.0 0.0 0.5 -1.31
C -0.629404 -3.450556 0.234450 -1.1 0.0 0.0 -0.59
C -0.945124 0.464794 0.800490 0.1 -0.2 0.5 0.38
C 2.366896 -1.630286 -0.909380 -0.7 0.1 -0.1 -0.13
H -1.926504 -3.624726 -2.141050 0.0 0.5 0.4 0.33
H -0.164504 -3.607356 -0.738890 -0.4 -0.5 0.0 0.35
H 2.907936 -2.240716 -1.632400 0.4 0.1 0.1 0.44
H 1.767616 3.138184 -2.965440 0.6 0.1 0.1 0.45
H -4.528964 -2.401246 -0.966550 0.4 -0.3 -0.5 0.43
H -3.142444 -6.360916 -1.520980 0.0 0.1 0.3 0.36
H 1.367076 -2.064236 -0.921180 -0.3 0.4 0.0 -0.21
H 3.312426 -2.636196 0.829910 -0.1 -0.2 -0.3 0.42
H 1.025396 3.129164 2.391400 -0.2 0.7 0.2 0.47
H -2.273834 -3.910856 1.564950 -0.4 0.0 -0.3 0.37
H 1.586086 0.425694 -0.900620 0.0 0.1 0.3 -0.40
H -0.756284 4.465154 2.315120 -0.4 0.0 0.1 0.27
H 2.486576 0.028284 -2.331010 0.5 0.2 0.0 0.31
H 2.588416 4.477304 -0.833290 -0.2 0.4 -0.1 0.32
H 1.949446 5.569494 2.143780 -0.1 0.0 0.2 0.29
H 2.388446 2.622724 1.563570 0.1 -0.2 -0.6 0.30
H -3.608014 -4.045946 -2.434700 -0.1 0.5 0.3 0.47
H -1.418354 -5.936476 -1.540390 0.0 -0.1 -0.1 0.30
H 2.624876 2.762334 -0.653360 -0.2 -0.2 -0.1 0.36
H 3.329426 4.994614 1.289910 0.0 -0.5 -0.2 0.29
H -2.867504 -1.831146 -0.598740 0.2 0.0 -0.2 0.44
H 4.453476 -0.298316 1.272570 -0.1 0.3 -0.1 0.29
H -1.746704 -0.256836 0.642950 -0.1 -0.1 -0.2 -0.22
H -4.910874 -3.039476 1.322880 0.0 0.2 0.4 0.37
H -1.810734 3.788514 1.001960 0.1 -0.4 0.5 0.26
H -1.927324 -5.279946 0.529380 0.2 0.1 -0.1 0.43
H 0.660956 4.341954 -2.537180 0.0 0.3 0.5 0.40
H 2.311626 -1.298446 1.263990 -0.3 0.3 -0.2 0.21
H 3.066336 4.474064 2.946820 0.0 0.1 0.0 0.43
H 0.367286 2.670254 -2.187050 -0.1 -0.1 0.9 0.25
H -1.844714 5.466164 1.290170 0.5 0.4 0.0 0.43
H -0.466384 4.877954 -0.669400 0.5 -0.3 -0.1 0.36
H -3.344184 -2.265606 1.817850 -0.3 -0.1 0.2 0.34
H -2.400974 -6.029776 -3.018420 0.2 0.5 -0.1 0.42
H -0.778014 -2.374706 0.326950 -0.1 0.0 0.1 0.12
H 0.086356 -3.729906 1.007590 -0.2 -0.2 0.0 0.48
H 0.017816 -0.038956 0.716280 0.2 -0.3 -0.4 -0.35
H -4.647114 -1.275436 1.235640 -0.1 -0.1 -0.4 0.42
H 0.514876 5.608984 0.619640 0.2 0.5 -0.6 0.39
H 5.061846 -1.108706 -0.140220 -0.2 -0.6 -0.1 0.29
H -0.975524 0.731924 1.856820 -0.3 0.4 0.2 0.29
H -0.270544 2.032284 -0.025460 0.7 1.1 0.0 0.16
```
Forces are in eV/Å.

Values from the calculation:
Kohn-Sham gap (alpha / beta): 0.29468 / 0.11439 hartree
Expectation value of S²: 0.75
2S+1: 2
Total charge: +1
M: 306.5 g mol⁻¹
E_HOMO (alpha / beta): -10.418 / -10.418 eV
Total energy: -932.5372 Eh

---

(2)
A 2-piece molecular cluster, C3H10NO3S overall. Source: OMol25; level of theory: the ωB97M-V functional and the def2-TZVPD basis.

```
18
Properties=species:S:1:pos:R:3:forces:R:3:mulliken_charge:R:1
S -0.493468 1.300655 2.416302 0.4 -0.6 0.1 -0.24
O 2.449860 -1.684449 0.010515 -0.5 0.4 0.3 -0.58
O -1.680135 -0.359449 -1.789234 0.3 0.4 0.6 -0.52
O 0.231663 0.578975 -2.458828 1.2 0.7 1.4 -0.42
N -0.579226 -1.035525 0.539323 1.3 0.1 -0.3 -0.34
C -0.103241 0.241883 -0.150893 -0.1 0.2 1.2 0.24
C -0.614677 0.154108 -1.535680 -1.2 -0.9 -2.3 0.32
C -0.767683 1.373943 0.602069 -1.1 1.2 0.8 -0.85
H -0.143791 0.786711 -3.309651 -0.7 -0.3 -0.7 0.39
H -0.973428 2.503260 2.750504 -0.1 0.0 -0.2 0.19
H 3.152851 -1.431880 0.611978 0.1 0.2 0.2 0.30
H 2.817661 -2.442597 -0.429018 0.2 -0.6 -0.5 0.29
H -0.193625 -1.835865 0.031439 -0.1 -0.1 0.1 0.38
H -1.846735 1.333021 0.432119 0.0 -0.2 -0.1 0.42
H -0.500443 2.397580 0.355700 0.6 -0.3 -0.8 0.44
H -0.141072 -1.039534 1.464870 -0.4 -0.2 0.1 0.35
H 0.983264 0.275563 -0.130239 0.0 -0.2 0.2 0.31
H -1.597774 -1.116401 0.588731 0.0 0.2 -0.1 0.32
```
Forces are in eV/Å.

Values from the calculation:
ΔE to the lowest compared entry with this formula, charge and spin: 52.9 kJ/mol
Kohn-Sham gap: 0.37151 hartree
2S+1: 1
Total charge: +1
M: 140.2 g mol⁻¹
E_HOMO: -13.363 eV
Total energy: -798.7370 Eh

---

(3)
A 2-piece molecular cluster, C5H12N2 overall. Source: OMol25; level of theory: the ωB97M-V functional and the def2-TZVPD basis.

```
19
Properties=species:S:1:pos:R:3:forces:R:3:mulliken_charge:R:1
N -1.509147 -2.485255 -1.600180 0.2 -0.2 0.3 -0.69
N 1.163685 1.301839 1.732438 -0.1 0.0 0.0 -0.18
C -0.986739 2.346644 2.052722 -0.3 0.2 0.1 -0.94
C 2.007158 0.763850 0.678872 0.2 0.0 0.1 -0.65
C -1.964850 -1.359871 -2.134904 -0.1 0.2 -0.1 -0.67
C -0.195548 1.440749 1.485039 0.1 0.0 0.0 -0.35
C -0.076060 -2.564817 -1.565657 -0.6 0.1 0.0 -0.51
H -3.034006 -1.172458 -2.153410 0.0 0.0 0.0 0.30
H 0.244648 -3.273844 -0.796602 0.1 -0.1 0.0 0.30
H -0.622212 3.102350 2.738973 0.1 0.0 0.0 0.23
H -0.613862 0.717443 0.790789 0.1 -0.1 0.0 0.46
H 2.185719 1.476456 -0.137284 -0.1 -0.1 0.0 0.31
H 0.361510 -1.568338 -1.328109 0.2 -0.1 0.0 -0.02
H -2.046877 2.348091 1.849556 0.0 -0.1 -0.1 0.36
H 1.538584 -0.127778 0.264517 0.0 0.0 -0.1 -0.01
H 0.348386 -2.897694 -2.526032 0.2 0.0 -0.1 0.25
H 1.546438 2.114984 2.191373 0.1 -0.1 0.0 0.21
H -1.322270 -0.635455 -2.643826 0.1 0.0 0.0 0.26
H 2.975447 0.473105 1.101720 -0.1 0.0 -0.1 0.34
```
Forces are in eV/Å.

Values from the calculation:
ΔE to the lowest compared entry with this formula, charge and spin: 148.4 kJ/mol
Kohn-Sham gap (alpha / beta): 0.10399 / 0.26662 hartree
Expectation value of S²: 0.75
2S+1: 2
Total charge: -1
M: 100.2 g mol⁻¹
E_HOMO (alpha / beta): 0.830 / -3.717 eV
Total energy: -307.1057 Eh

---

What is the M in the first record?
306.5 g mol⁻¹